(1)
Molecular formula: C5H11N3O
Method: DFT, wB97M-V/def2-TZVPD

Values from the calculation:
E_LUMO = 0.94 eV
ΔE to the lowest compared entry with this formula, charge and spin = 4.4309 eV
Max |F| = 4.7 eV Å⁻¹
Calculated total energy = -11877.3400 eV

Atoms and positions in Å:
1 C 1.58992 -0.92344 -0.94218
2 C -1.59480 0.37880 -1.11986
3 C -1.29611 1.29892 0.11398
4 C -1.76124 -1.04018 -0.50112
5 C -0.73744 0.32939 1.10053
6 N -1.15226 -0.86623 0.87280
7 N 2.41243 -0.28283 -1.77055
8 N 2.25163 -1.55935 0.05350
9 O -1.05698 -1.77299 1.70426
10 H -2.38962 0.59260 -1.71176
11 H -0.59474 0.38835 -1.64214
12 H -0.77940 2.13499 -0.40046
13 H -2.23122 1.81620 0.49308
14 H -2.79374 -1.34657 -0.31574
15 H -1.25134 -1.75358 -1.12093
16 H -0.15575 0.54370 1.95242
17 H 2.01310 0.39825 -2.41358
18 H 3.40077 -0.29726 -1.56972
19 H 1.64774 -2.23651 0.50162
20 H 3.26866 -1.79088 -0.05075

***

(2)
Molecular formula: C5H11N3O2
Method: DFT, wB97M-V/def2-TZVPD

Values from the calculation:
E_LUMO = 0.75 eV
ΔE to the lowest compared entry with this formula, charge and spin = 3.0229 eV
Max |F| = 0.5 eV Å⁻¹
Calculated total energy = -13926.6546 eV
Structure (SMILES) = NOC(N)=O.CCCC#N

Atoms and positions in Å:
1 N 2.87368 0.40926 -2.09191
2 O 1.64407 0.95344 -1.61417
3 C 0.66043 0.89436 -2.58673
4 N -0.37085 -0.02995 -2.25405
5 O 0.71869 1.58590 -3.56397
6 H 3.07057 0.87046 -2.97851
7 H 2.70102 -0.58001 -2.26228
8 H -0.45458 -0.72293 -2.99087
9 H -1.26638 0.44719 -2.17920
10 C 0.31437 0.54152 1.83735
11 C -0.71284 -0.20686 2.67804
12 C -1.44166 -1.29697 1.88365
13 C -2.20241 -0.73816 0.76789
14 N -2.75376 -0.27195 -0.12335
15 H -0.15646 1.04925 0.99509
16 H 0.82907 1.29240 2.43602
17 H 1.06546 -0.13941 1.43380
18 H -1.44631 0.49205 3.08413
19 H -0.22402 -0.68406 3.52913
20 H -2.12641 -1.85564 2.52313
21 H -0.72167 -2.00989 1.47681

***

(3)
Molecular formula: C5H11N3O3
Method: DFT, wB97M-V/def2-TZVPD

Values from the calculation:
E_LUMO = 0.39 eV
ΔE to the lowest compared entry with this formula, charge and spin = 10.8746 eV
Max |F| = 6.5 eV Å⁻¹
Calculated total energy = -15964.9789 eV

Atoms and positions in Å:
1 C -2.24477 -0.41162 -0.42056
2 C -1.09890 0.55510 -0.35874
3 C -0.79622 1.30137 -1.58050
4 C -0.14525 0.17465 -2.66004
5 C 0.92484 -0.05394 -1.55434
6 H -1.22441 -1.33944 0.67615
7 H -1.89956 -0.85206 -1.60822
8 H -3.28739 0.10231 -0.49579
9 H -1.37284 1.32366 0.54018
10 H -1.81316 2.22732 -1.77886
11 H 0.09109 2.07170 -1.42737
12 H -0.84964 -0.72538 -2.79051
13 H 0.01356 0.60663 -3.89215
14 H 1.37348 -1.19457 -1.34215
15 H 1.53415 0.79671 -1.42951
16 H 1.64945 1.38219 2.03210
17 N 0.26857 -0.11819 -0.27923
18 N 1.15348 0.00965 0.83017
19 N 1.03906 -0.82069 1.71285
20 O -2.31331 -1.34035 0.51534
21 O 1.93825 1.12162 1.01614
22 O 1.46497 -0.69225 2.85786

***

(4)
Molecular formula: C5H11N3S
Method: DFT, wB97M-V/def2-TZVPD

Values from the calculation:
E_LUMO (spin up / spin down) = -11.56 / -11.56 eV
ΔE to the lowest compared entry with this formula, charge and spin = 0.9686 eV
Max |F| = 4.8 eV Å⁻¹
Calculated total energy = -20647.6627 eV
Net charge = +2

Atoms and positions in Å:
1 C -0.98004 0.20453 -0.32955
2 C -0.13411 -1.70921 1.01516
3 C -0.75546 -2.89385 1.73074
4 C 1.22686 2.37178 -2.10035
5 C 0.18492 2.17658 -1.00142
6 N 0.04578 0.94857 -0.43891
7 N -0.95894 -1.06144 0.10696
8 N 0.97118 -1.20109 1.45310
9 S 1.86114 0.06222 0.79113
10 H -1.86399 0.60252 -0.85896
11 H -0.60935 -3.87830 1.11916
12 H -1.86357 -2.75539 1.74253
13 H -0.25633 -3.09395 2.66777
14 H 2.31688 2.24925 -1.69566
15 H 1.18751 1.68222 -3.04163
16 H 0.87471 3.38148 -2.51826
17 H 0.27839 3.01326 -0.29197
18 H -0.84541 2.47442 -1.48273
19 H -1.84803 -1.49773 -0.04507
20 H 1.36612 -1.78904 2.11617

***

(5)
Molecular formula: C5H11N4
Method: DFT, wB97M-V/def2-TZVPD

Values from the calculation:
E_LUMO (spin up / spin down) = -4.43 / -4.43 eV
ΔE to the lowest compared entry with this formula, charge and spin = 3.4917 eV
Max |F| = 4.8 eV Å⁻¹
Calculated total energy = -11314.3555 eV
Net charge = +1

Atoms and positions in Å:
1 C -0.36360 1.05125 -0.24060
2 C -2.91019 0.11014 -0.01143
3 C 3.10900 -0.07956 -0.67223
4 C 1.15640 -0.32803 1.36146
5 C 0.82246 0.20994 0.06033
6 N -0.66167 2.16366 -0.40738
7 N -3.95524 -0.60426 -0.23213
8 N 1.83155 0.51553 -0.71158
9 N -1.60984 -0.14447 -0.07524
10 H -3.02632 1.16298 0.26587
11 H 3.10465 -1.07555 -0.34246
12 H 3.43021 -0.14572 -1.73868
13 H 3.65013 0.50851 -0.03087
14 H 0.43321 -0.23289 2.12413
15 H 2.03971 0.13900 1.70730
16 H 1.25642 -1.47069 1.19230
17 H -4.86432 -0.21998 -0.09480
18 H -3.84037 -1.66044 -0.20177
19 H 1.70085 1.08225 -1.49991
20 H -1.30304 -0.98167 -0.45230

***

(6)
Molecular formula: C5H11N4O
Method: DFT, wB97M-V/def2-TZVPD

Values from the calculation:
E_LUMO = -4.27 eV
ΔE to the lowest compared entry with this formula, charge and spin = 3.4961 eV
Max |F| = 3.9 eV Å⁻¹
Calculated total energy = -13362.3820 eV
Structure (SMILES) = NC[C@]1(C(=[NH2+])O)CC=NN1
Net charge = +1

Atoms and positions in Å:
1 C 0.72326 -0.66352 1.09341
2 C 1.84773 0.13451 1.74186
3 C 0.22785 0.31308 0.06848
4 C -1.14922 0.90609 0.34083
5 C 0.30632 -0.35382 -1.27979
6 N 2.00054 1.23689 1.17108
7 N 1.09865 1.52928 0.23135
8 N -2.23785 -0.07552 0.20943
9 N -0.80987 -0.94387 -1.71424
10 O 1.48872 -0.51727 -1.84083
11 H 1.20023 -1.70587 0.79166
12 H 2.38316 -0.13801 2.56771
13 H -0.98926 1.14228 1.41170
14 H -1.19406 1.74646 -0.43997
15 H 1.35186 1.93711 -0.60071
16 H 0.08137 -0.91658 1.88009
17 H -2.73799 0.22749 -0.58739
18 H -1.63712 -1.14046 -1.05757
19 H -2.79748 -0.03073 1.03976
20 H -0.82043 -1.65896 -2.42557
21 H 1.66360 -1.02860 -2.60129

***

(7)
Molecular formula: C5H11N4O2
Method: DFT, wB97M-V/def2-TZVPD

Values from the calculation:
E_LUMO = 3.75 eV
ΔE to the lowest compared entry with this formula, charge and spin = 0.1453 eV
Max |F| = 4.0 eV Å⁻¹
Calculated total energy = -15415.0878 eV
Structure (SMILES) = CN1CCN[C@@]1(C)N=[N+]([O-])[O-]
Net charge = -1

Atoms and positions in Å:
1 C -0.77998 -1.75522 0.00332
2 C -0.64079 -1.16113 1.35852
3 C 0.14256 0.28250 -0.36720
4 C 1.51855 -0.37928 -0.83445
5 C -0.12859 1.18871 1.93381
6 N 0.01761 1.64627 -0.65784
7 N -0.99130 -0.65647 -0.86499
8 N 0.21970 0.06289 1.14195
9 N -0.04497 1.93079 -1.89379
10 O 0.04848 1.08584 -2.75569
11 O -0.12656 3.14572 -2.19021
12 H 0.10820 -2.45074 -0.32945
13 H -1.66038 -2.41478 0.12797
14 H -1.61472 -0.80027 1.67130
15 H -0.01684 -1.75932 2.05054
16 H 1.61218 -1.16066 -0.11584
17 H 2.20789 0.37360 -0.75628
18 H 1.52325 -0.60532 -1.98901
19 H 0.45219 1.89425 1.44458
20 H -1.21205 1.26775 1.86870
21 H 0.26494 0.96580 3.00352
22 H -0.89937 -0.70094 -1.84945

***

(8)
Molecular formula: C5H11NO
Method: DFT, wB97M-V/def2-TZVPD

Values from the calculation:
E_LUMO (spin up / spin down) = 3.96 / 3.77 eV
Spin multiplicity = 2
ΔE to the lowest compared entry with this formula, charge and spin = 1.9199 eV
Max |F| = 1.8 eV Å⁻¹
Calculated total energy = -8898.2422 eV
Net charge = -1
Expectation value of S² = 0.751

Atoms and positions in Å:
1 C -2.31145 -0.12592 0.13637
2 N -0.65256 2.09918 0.94230
3 C -0.04152 0.91999 0.46813
4 C -0.79257 -0.14167 0.10012
5 C 2.43832 0.40184 0.28354
6 C 1.36509 0.84174 0.96861
7 H -2.69794 0.13377 1.13433
8 H -2.67521 -1.10918 -0.14119
9 H -2.66864 0.71220 -0.46754
10 H -1.44600 2.38439 0.36622
11 H -0.04641 2.89474 1.04696
12 H -0.35276 -0.90520 -0.52051
13 H 2.42710 0.21324 -0.78230
14 H 3.40697 0.22509 0.72636
15 H 1.50300 0.91674 2.04374
16 H 0.93434 -2.78348 -2.75172
17 H 1.09118 -3.24424 -1.39499
18 O 0.51907 -3.43321 -2.15843

***

(9)
Molecular formula: C5H11NO
Method: DFT, wB97M-V/def2-TZVPD

Values from the calculation:
E_LUMO (spin up / spin down) = 3.89 / 3.77 eV
Spin multiplicity = 2
ΔE to the lowest compared entry with this formula, charge and spin = 3.4084 eV
Max |F| = 5.3 eV Å⁻¹
Calculated total energy = -8896.7537 eV
Net charge = -1
Expectation value of S² = 0.751

Atoms and positions in Å:
1 N -0.84040 2.86171 -0.42689
2 C -0.62987 1.60204 0.11399
3 C 0.52962 0.85993 -0.02555
4 C 0.41040 -0.44021 0.43839
5 C 1.14954 -0.96188 1.45315
6 C 1.43092 -2.44577 1.70782
7 H -1.37963 3.52373 0.26606
8 H -0.09240 3.41364 -1.03473
9 H -1.51786 1.44907 0.80907
10 H 1.34184 1.30490 -0.60749
11 H -0.13454 -1.15015 -0.24822
12 H 1.85632 -0.22933 2.04803
13 H 0.97835 -2.55939 2.66314
14 H 2.43128 -2.69872 1.83014
15 H 0.89619 -3.28218 1.05797
16 H -1.44711 -0.83412 -3.29933
17 H -2.88943 -0.27082 -3.11393
18 O -2.09322 -0.14245 -3.63164

***

(10)
Molecular formula: C5H11NO
Method: DFT, wB97M-V/def2-TZVPD

Values from the calculation:
E_LUMO = 0.86 eV
ΔE to the lowest compared entry with this formula, charge and spin = 2.1786 eV
Max |F| = 3.5 eV Å⁻¹
Calculated total energy = -8899.5188 eV
Structure (SMILES) = CCN(C=O)CC

Atoms and positions in Å:
1 C 1.00950 -0.71606 -0.13639
2 N -0.13854 0.02043 0.00013
3 C -0.08457 0.95486 1.10457
4 C 1.10404 0.85871 2.07308
5 C -1.24221 -0.44374 -0.83174
6 C -0.69265 -0.71690 -2.20031
7 O 2.11553 -0.15204 0.01773
8 H 0.77257 -1.80526 -0.35542
9 H -1.06502 0.84373 1.71750
10 H -0.18838 1.96113 0.69666
11 H 2.04936 1.20152 1.65243
12 H 1.09378 -0.16871 2.58172
13 H 0.91386 1.62534 2.82792
14 H -1.71317 -1.36962 -0.44863
15 H -2.07424 0.23535 -0.94189
16 H -0.20576 -1.71516 -2.28552
17 H -1.62729 -0.77726 -2.86459
18 H -0.02681 0.16368 -2.60726

***

(11)
Molecular formula: C5H11NO
Method: DFT, wB97M-V/def2-TZVPD

Values from the calculation:
E_LUMO = 0.78 eV
ΔE to the lowest compared entry with this formula, charge and spin = 2.4750 eV
Max |F| = 2.7 eV Å⁻¹
Calculated total energy = -8899.2223 eV
Structure (SMILES) = C=C/C=C(/C)N.O

Atoms and positions in Å:
1 N -0.37240 -0.80027 -2.00505
2 C -1.24216 -0.78377 -0.95370
3 C -1.03541 0.06810 0.09047
4 C 0.04467 1.03267 0.07322
5 C 0.06491 2.26385 0.61795
6 C -2.23645 -1.92777 -0.75399
7 H 0.25719 -0.01507 -2.04479
8 H -0.01125 -1.60563 -2.49055
9 H -1.50630 -0.24398 0.99960
10 H 1.07868 0.75440 -0.16505
11 H 0.89597 2.96306 0.55820
12 H -0.81732 2.65289 1.12371
13 H -2.93919 -2.12710 -1.53587
14 H -1.53127 -2.78113 -0.64794
15 H -2.69293 -1.80571 0.28201
16 H 3.05705 -0.05992 1.90097
17 H 4.24409 0.90365 1.93688
18 O 3.65067 0.40198 2.50346

***

(12)
Molecular formula: C5H11NO
Method: DFT, wB97M-V/def2-TZVPD

Values from the calculation:
E_LUMO = 0.89 eV
ΔE to the lowest compared entry with this formula, charge and spin = 0.0922 eV
Max |F| = 0.4 eV Å⁻¹
Calculated total energy = -8901.6051 eV
Structure (SMILES) = CNC(=O)C(C)C

Atoms and positions in Å:
1 C 2.83876 0.13039 -0.07055
2 N 1.45898 0.10381 -0.50434
3 C 0.42450 0.35115 0.35060
4 O 0.59842 0.66940 1.51678
5 C -0.96638 0.16690 -0.25862
6 C -1.28740 -1.33228 -0.32990
7 C -2.00839 0.91943 0.56246
8 H 3.46026 0.65486 -0.80248
9 H 3.24178 -0.87825 0.08161
10 H 2.86860 0.66502 0.87977
11 H 1.24810 -0.20311 -1.44014
12 H -0.94905 0.56978 -1.28168
13 H -1.25825 -1.77261 0.67315
14 H -0.57202 -1.87643 -0.95675
15 H -2.28891 -1.49177 -0.74336
16 H -3.00707 0.77944 0.13425
17 H -2.00990 0.55274 1.59295
18 H -1.79202 1.99154 0.59626